1.
This record from OMol25 describes 2 unconnected molecules or ions with the total composition C3H13N3O. The level of theory is ωB97M-V/def2-TZVPD.

Summary:
HOMO-LUMO gap = 10.0 eV
E = -9838.3633 eV
SMILES = NCCNCN.O
Relative energy (zero: lowest compared OMol25 entry of this formula, charge and spin) = 44.7 kcal/mol

ORCA input file:
```
! RIJCOSX wB97M-V def2-TZVPD def2/J DEFGRID3
* xyz 0 1
C -0.8421 -0.4587 -0.8326
N 0.2919 0.1090 -0.1649
C 1.6771 -0.0748 -0.9450
N 2.1806 -1.3549 -1.3348
C -2.0588 -0.0243 -0.0832
N -2.2993 -0.9571 0.9914
H -0.8070 -1.5586 -0.9375
H -0.6886 -0.0710 -1.8457
H 0.3826 -0.4399 0.7912
H 2.3405 0.5137 -0.3433
H 1.4144 0.4535 -1.8584
H 2.8460 -1.8601 -0.7419
H 1.5398 -2.0243 -1.7656
H -1.7884 1.0412 0.3145
H -2.8647 0.1848 -0.9187
H -1.5358 -1.0280 1.6809
H -3.0672 -0.6688 1.5836
H 1.0982 3.2684 1.7313
H 0.6143 1.8972 1.1486
O 0.8308 2.3824 1.9855
*
```



2.
This record from OMol25 describes a gas-phase ion, C3H9N2O (charge +1). The level of theory is ωB97M-V/def2-TZVPD.

Summary:
HOMO-LUMO gap = 10.6 eV
E = -8277.9739 eV
SMILES = CNC(=O)C[NH3+]
Relative energy (zero: lowest compared OMol25 entry of this formula, charge and spin) = 25.4 kcal/mol

ORCA input file:
```
! RIJCOSX wB97M-V def2-TZVPD def2/J DEFGRID3
* xyz 1 1
N 2.0770 -0.4958 -0.0655
C 0.9100 0.4606 -0.2675
C -0.0675 0.0610 0.8683
N -1.3348 -0.2720 0.6304
C -2.0886 0.1186 -0.5483
O 0.4746 0.0515 1.9566
H 2.9308 -0.1030 -0.4800
H 2.1143 -0.6966 0.9312
H 1.8266 -1.3249 -0.6138
H 0.7050 0.5655 -1.3286
H 1.2585 1.4419 0.0565
H -1.8168 -0.4006 1.5211
H -2.5166 -0.7690 -1.0195
H -2.9378 0.7530 -0.2974
H -1.5348 0.6098 -1.3433
*
```



3.
This record from OMol25 describes 2 unconnected molecules or ions with the total composition C3H3IO2. The level of theory is ωB97M-V/def2-TZVPD.

Summary:
HOMO-LUMO gap (alpha / beta) = 6.0 / 6.8 eV
E = -15351.3957 eV
Relative energy (zero: lowest compared OMol25 entry of this formula, charge and spin) = 72.4 kcal/mol

ORCA input file:
```
! RIJCOSX wB97M-V def2-TZVPD def2/J DEFGRID3
* xyz 0 1
C -0.2683 -0.7895 0.0124
C 1.7705 1.1125 0.2624
C -1.5378 -0.1807 -0.1929
O 0.4004 -1.6080 0.2803
O 2.0330 2.2569 0.2506
I 3.2569 -0.5311 0.1817
H -1.7818 -0.4177 -1.1525
H -1.5428 0.8048 -0.0890
H -2.3302 -0.6471 0.4470
*
```



The highest E belongs to which entry?
C3H9N2O



Which of these has the lowest relative energy (zero: lowest compared OMol25 entry of this formula, charge and spin)?
C3H9N2O



The lowest relative energy (zero: lowest compared OMol25 entry of this formula, charge and spin) belongs to which entry?
C3H9N2O



Which formula does entry 3 have?
C3H3IO2